No. 1
C4H10O | ωB97M-V with the def2-TZVPD basis set

Bonds (Å) are listed after each position.
CARTESIAN COORDINATES (ANGSTROEM)
1 C 0.1501 -0.4440 1.7857  C2 1.333, H5 1.089, H6 1.087
2 C 0.4508 -0.8121 0.5408  C1 1.333, C3 1.503, H7 1.092
3 C -0.5354 -0.9675 -0.5830  C2 1.503, C4 1.531, H8 1.097, H9 1.099
4 C -0.1086 -0.2192 -1.8491  C3 1.531, H10 1.096, H11 1.096, H12 1.095
5 H -0.8766 -0.2282 2.0796  C1 1.089
6 H 0.9100 -0.3628 2.5588  C1 1.087
7 H 1.4934 -1.0220 0.2929  C2 1.092
8 H -1.5238 -0.6220 -0.2549  C3 1.097
9 H -0.6359 -2.0379 -0.8101  C3 1.099
10 H -0.0301 0.8563 -1.6554  C4 1.096
11 H 0.8673 -0.5724 -2.2028  C4 1.096
12 H -0.8312 -0.3785 -2.6565  C4 1.095
13 O 0.4283 2.5495 0.7225  H14 0.968, H15 0.964
14 H 0.6589 1.6191 0.8542  O13 0.968
15 H -0.4171 2.6418 1.1774  O13 0.964

F_max: 0.19 eV/A
Structure (SMILES): C=CCC.O
Net charge: 0
Molar mass: 74.1 u
LUMO: 0.0392 Eh
HOMO: -10.04 eV
HOMO-LUMO gap: 11.1 eV
Relative energy (zero: lowest compared OMol25 entry of this formula, charge and spin): 17.4 kcal per mole
Multiplicity: 1

No. 2
C4H10O | ωB97M-V with the def2-TZVPD basis set

Bonds (Å) are listed after each position.
CARTESIAN COORDINATES (ANGSTROEM)
1 C 1.9230 -0.1540 0.0867  O2 1.430, H6 1.214, H7 1.238, H8 1.236
2 O 0.6402 -0.6304 -0.3283  C1 1.430, C3 1.386
3 C -0.4497 -0.0158 0.2673  O2 1.386, C4 1.496, C5 1.558, H9 1.090
4 C -1.6708 -0.8293 -0.0258  C3 1.496, H10 1.166, H11 1.146, H12 1.145
5 C -0.5207 1.4981 -0.0959  C3 1.558, H13 1.129, H14 1.158, H15 1.100
6 H 2.3933 0.6138 -0.7276  C1 1.214
7 H 2.6495 -1.1558 0.1102  C1 1.238
8 H 1.7857 0.2183 1.2574  C1 1.236
9 H -0.3421 -0.0252 1.3517  C3 1.090
10 H -2.4837 -0.6370 0.7871  C4 1.166
11 H -1.1866 -1.8634 0.0669  C4 1.146
12 H -2.1128 -0.7456 -1.0788  C4 1.145
13 H 0.3720 1.9975 0.3810  C5 1.129
14 H -0.4723 1.6671 -1.2405  C5 1.158
15 H -1.4150 1.9790 0.3262  C5 1.100

F_max: 3.29 eV/A
Structure (SMILES): COC(C)C
Net charge: 0
Molar mass: 74.1 u
LUMO: 0.0401 Eh
HOMO: -9.68 eV
HOMO-LUMO gap: 10.8 eV
Relative energy (zero: lowest compared OMol25 entry of this formula, charge and spin): 44.5 kcal per mole
Multiplicity: 1

No. 3
C4H10O | ωB97M-V with the def2-TZVPD basis set

Bonds (Å) are listed after each position.
CARTESIAN COORDINATES (ANGSTROEM)
1 C 1.5165 -0.4128 0.0438  C2 1.334, H5 1.084, H6 1.088
2 C 0.6537 0.1837 0.8686  C1 1.334, C3 1.497, O4 1.365
3 C 0.9131 1.4593 1.6076  C2 1.497, H7 1.092, H8 1.095, H9 1.095
4 O -0.5912 -0.2952 1.1564  C2 1.365, H10 0.967
5 H 2.4963 0.0168 -0.1286  C1 1.084
6 H 1.2784 -1.3419 -0.4694  C1 1.088
7 H 1.8751 1.8885 1.3203  C3 1.092
8 H 0.1194 2.1828 1.3935  C3 1.095
9 H 0.9096 1.2782 2.6879  C3 1.095
10 H -0.7310 -1.1111 0.6560  O4 0.967
11 C -1.6879 -0.7677 -1.8270  H12 1.092, H13 1.093, H14 1.095, H15 1.092
12 H -1.9595 -0.0348 -1.0638  C11 1.092
13 H -0.6664 -0.5737 -2.1635  C11 1.093
14 H -1.7506 -1.7782 -1.4094  C11 1.095
15 H -2.3753 -0.6940 -2.6724  C11 1.092

F_max: 0.31 eV/A
Structure (SMILES): C=C(C)O.C
Net charge: 0
Molar mass: 74.1 u
LUMO: 0.0333 Eh
HOMO: -8.87 eV
HOMO-LUMO gap: 9.8 eV
Relative energy (zero: lowest compared OMol25 entry of this formula, charge and spin): 17.5 kcal per mole
Multiplicity: 1

No. 4
C4H10O | ωB97M-V with the def2-TZVPD basis set

Bonds (Å) are listed after each position.
CARTESIAN COORDINATES (ANGSTROEM)
1 C 1.9350 0.3234 0.6108  C2 1.340, H5 1.082, H6 1.078
2 C 0.9044 0.2033 -0.2370  C1 1.340, C3 1.520, C4 1.503
3 C 0.3859 -1.1866 -0.5701  C2 1.520, H7 1.087, H8 1.087, H9 1.095
4 C 0.1617 1.4122 -0.7329  C2 1.503, H10 1.088, H11 1.094, H12 1.091
5 H 2.2603 1.3046 0.9318  C1 1.082
6 H 2.4382 -0.5631 0.9607  C1 1.078
7 H -0.4378 -1.3677 0.1155  C3 1.087
8 H 1.2505 -1.8456 -0.5627  C3 1.087
9 H 0.0429 -1.1982 -1.6099  C3 1.095
10 H 0.3516 2.2953 -0.1258  C4 1.088
11 H -0.9160 1.2389 -0.6644  C4 1.094
12 H 0.4455 1.5701 -1.7745  C4 1.091
13 O -2.5438 -0.6956 0.8089  H14 0.973, H15 0.971
14 H -3.3355 -0.5529 1.3566  O13 0.973
15 H -2.1722 0.1880 0.6564  O13 0.971

F_max: 1.82 eV/A
Structure (SMILES): C=C(C)C.O
Net charge: 0
Molar mass: 74.1 u
LUMO: 0.0280 Eh
HOMO: -9.14 eV
HOMO-LUMO gap: 9.9 eV
Relative energy (zero: lowest compared OMol25 entry of this formula, charge and spin): 21.0 kcal per mole
Multiplicity: 1

No. 5
C4H10O | ωB97M-V with the def2-TZVPD basis set

Bonds (Å) are listed after each position.
CARTESIAN COORDINATES (ANGSTROEM)
1 C -0.3027 0.4936 1.1199  C2 1.398, C4 1.497, H5 1.086
2 C -0.6533 -0.1814 -0.0536  C1 1.398, C3 1.483, H6 1.087
3 C -2.0105 -0.2457 -0.6486  C2 1.483, H7 1.076, H8 1.100, H9 1.090
4 C 0.9448 0.0999 1.8477  C1 1.497, H10 1.093, H11 1.088, H12 1.086
5 H -1.0345 1.1283 1.6114  C1 1.086
6 H 0.1146 -0.7186 -0.6042  C2 1.087
7 H -2.0627 -1.0173 -1.3967  C3 1.076
8 H -2.1882 0.7164 -1.1504  C3 1.100
9 H -2.7514 -0.3433 0.1446  C3 1.090
10 H 1.5805 0.9764 2.0004  C4 1.093
11 H 0.6186 -0.2811 2.8133  C4 1.088
12 H 1.5000 -0.5913 1.2199  C4 1.086
13 H 2.7699 -0.1685 -1.9646  O15 0.952
14 H 1.6035 -0.0104 -2.9341  O15 0.979
15 O 1.8715 0.1430 -2.0051  H13 0.952, H14 0.979

F_max: 1.76 eV/A
Net charge: +1
Molar mass: 74.1 u
<S²>: 0.7524
LUMO (spin up / spin down): -0.1703 / -0.2986 Eh
HOMO (spin up / spin down): -15.43 / -15.43 eV
HOMO-LUMO gap (spin up / spin down): 10.8 / 7.3 eV
Relative energy (zero: lowest compared OMol25 entry of this formula, charge and spin): 0.0 kcal per mole
Multiplicity: 2

No. 6
C4H10O2 | ωB97M-V with the def2-TZVPD basis set

Bonds (Å) are listed after each position.
CARTESIAN COORDINATES (ANGSTROEM)
1 O -3.2107 -2.9222 4.0563  C2 1.312
2 C -2.9796 -2.1128 3.0495  O1 1.312, C3 1.483, H6 1.115
3 C -3.9105 -1.5229 2.0578  C2 1.483, O4 1.435, H7 1.210, H8 1.106
4 O -4.2552 -0.1384 2.2151  C3 1.435, C5 1.399
5 C -4.0313 0.6143 1.0568  O4 1.399, H9 1.220, H10 1.106, H11 1.108
6 H -1.9063 -1.8931 2.8429  C2 1.115
7 H -4.7887 -1.9860 2.7493  C3 1.210
8 H -3.7844 -1.9234 1.0345  C3 1.106
9 H -2.8841 0.2244 0.9123  C5 1.220
10 H -4.2488 0.2217 0.0455  C5 1.106
11 H -4.8371 1.3745 1.0284  C5 1.108
12 H -2.2339 0.9256 3.0281  C13 1.252
13 C -1.4218 1.4899 3.7965  H12 1.252, H14 1.096, H15 1.096, H16 1.096
14 H -0.3978 1.1810 3.5572  C13 1.096
15 H -1.5268 2.5691 3.6337  C13 1.096
16 H -1.6485 1.2478 4.8412  C13 1.096

F_max: 6.18 eV/A
Net charge: -1
Molar mass: 90.1 u
<S²>: 0.7543
LUMO (spin up / spin down): 0.1435 / 0.1407 Eh
HOMO (spin up / spin down): -0.12 / -3.21 eV
HOMO-LUMO gap (spin up / spin down): 4.0 / 7.0 eV
Relative energy (zero: lowest compared OMol25 entry of this formula, charge and spin): 98.9 kcal per mole
Multiplicity: 2

Please write out number 3 again, unchanged.
C4H10O | ωB97M-V with the def2-TZVPD basis set

Bonds (Å) are listed after each position.
CARTESIAN COORDINATES (ANGSTROEM)
1 C 1.5165 -0.4128 0.0438  C2 1.334, H5 1.084, H6 1.088
2 C 0.6537 0.1837 0.8686  C1 1.334, C3 1.497, O4 1.365
3 C 0.9131 1.4593 1.6076  C2 1.497, H7 1.092, H8 1.095, H9 1.095
4 O -0.5912 -0.2952 1.1564  C2 1.365, H10 0.967
5 H 2.4963 0.0168 -0.1286  C1 1.084
6 H 1.2784 -1.3419 -0.4694  C1 1.088
7 H 1.8751 1.8885 1.3203  C3 1.092
8 H 0.1194 2.1828 1.3935  C3 1.095
9 H 0.9096 1.2782 2.6879  C3 1.095
10 H -0.7310 -1.1111 0.6560  O4 0.967
11 C -1.6879 -0.7677 -1.8270  H12 1.092, H13 1.093, H14 1.095, H15 1.092
12 H -1.9595 -0.0348 -1.0638  C11 1.092
13 H -0.6664 -0.5737 -2.1635  C11 1.093
14 H -1.7506 -1.7782 -1.4094  C11 1.095
15 H -2.3753 -0.6940 -2.6724  C11 1.092

F_max: 0.31 eV/A
Structure (SMILES): C=C(C)O.C
Net charge: 0
Molar mass: 74.1 u
LUMO: 0.0333 Eh
HOMO: -8.87 eV
HOMO-LUMO gap: 9.8 eV
Relative energy (zero: lowest compared OMol25 entry of this formula, charge and spin): 17.5 kcal per mole
Multiplicity: 1

Question: molar mass of number 5 (C4H10O)?
Answer: 74.1 u

Question: Which value of net charge does entry 1 give?
Answer: 0

Question: What is the formula in the first record?
Answer: C4H10O